No. 1
C41H40FeN7O2SSeSi | ωB97M-V/def2-TZVPD

As for the total charge: -2. The value obtained for the LUMO energy (alpha / beta) is 0.1631 / 0.1578 hartree. The frontier orbital gap (alpha / beta) comes out at 5.7734 / 5.8533 eV. The calculation puts the total energy at -176141.1428 eV. The spin multiplicity is 6. The expectation value of S² is 8.768.

The geometry in XYZ format:
```
94
Properties=species:S:1:pos:R:3:lowdin_charge:R:1
Fe -0.265 0.712 0.243 0.837
C -1.149 -4.770 -3.670 -0.064
C -1.359 -3.719 -2.615 -0.309
C -1.430 -4.045 -1.260 -0.058
C -1.639 -3.074 -0.315 -0.055
C -1.837 -1.712 -0.650 -0.266
N -2.126 -0.782 0.293 0.022
C -2.896 -1.087 1.349 -0.227
C -3.909 -2.081 1.280 -0.029
C -4.769 -2.355 2.314 -0.073
C -4.720 -1.632 3.503 -0.308
C -5.673 -1.903 4.635 -0.081
C -3.758 -0.640 3.594 -0.002
C -2.855 -0.370 2.574 -0.120
N -1.895 0.614 2.871 -0.085
C -1.317 0.740 4.080 -0.074
C -0.570 1.895 4.059 -0.038
C -0.748 2.405 2.774 -0.151
N -1.536 1.611 2.053 0.055
C -1.687 -1.381 -2.026 -0.127
C -1.449 -2.383 -2.962 -0.024
N -1.806 -0.055 -2.473 -0.070
C -1.937 0.365 -3.753 -0.067
C -2.042 1.738 -3.725 -0.056
C -1.964 2.069 -2.371 -0.145
N -1.814 0.982 -1.633 0.048
H -1.527 -5.735 -3.334 0.067
H -1.658 -4.495 -4.594 0.068
H -0.087 -4.884 -3.894 0.063
H -1.310 -5.075 -0.952 0.107
H -1.649 -3.329 0.735 0.124
H -3.994 -2.658 0.370 0.104
H -5.494 -3.153 2.203 0.099
H -6.010 -2.940 4.614 0.063
H -5.197 -1.714 5.597 0.065
H -6.556 -1.260 4.565 0.066
H -3.701 -0.040 4.495 0.111
H -1.432 -0.002 4.844 0.129
H 0.030 2.304 4.846 0.092
H -0.373 3.315 2.361 0.057
H -1.316 -2.114 -4.001 0.101
H -1.936 -0.300 -4.593 0.106
H -2.136 2.398 -4.566 0.086
H -2.013 3.028 -1.901 0.085
O -0.012 -2.026 3.571 0.000
C 0.608 -1.243 2.850 -0.673
O 0.223 -0.843 1.712 -0.287
C 1.911 -0.662 3.368 -0.152
C 2.212 -0.899 4.701 -0.051
C 3.346 -0.382 5.297 -0.121
C 4.178 0.441 4.553 -0.127
C 3.888 0.697 3.232 -0.149
C 2.776 0.130 2.597 -0.602
S 2.617 0.438 0.892 0.598
H 1.521 -1.517 5.255 0.105
H 3.582 -0.608 6.328 0.081
H 5.062 0.876 5.006 0.086
H 4.524 1.350 2.653 0.082
C 1.403 5.785 -1.024 -0.209
Si 0.773 4.130 -0.232 0.408
C -1.053 4.584 0.196 -0.201
C 1.826 4.035 1.370 -0.197
N 0.769 2.643 -1.036 -0.102
C 1.301 2.307 -2.226 -0.404
C 1.885 3.210 -3.142 -0.059
C 2.379 2.791 -4.358 -0.137
C 2.300 1.461 -4.740 -0.147
C 1.749 0.548 -3.850 -0.103
C 1.279 0.953 -2.625 -0.076
H 1.221 6.625 -0.356 0.012
H 0.897 6.002 -1.961 0.008
H 2.470 5.759 -1.226 0.011
H -1.109 5.263 1.046 0.016
H -1.611 3.683 0.438 -0.009
H -1.551 5.076 -0.639 0.011
H 1.503 4.754 2.120 0.016
H 2.874 4.227 1.161 0.019
H 1.772 3.042 1.804 -0.028
H 1.961 4.249 -2.872 0.058
H 2.838 3.512 -5.030 0.086
H 2.674 1.134 -5.701 0.076
H 1.710 -0.499 -4.119 0.081
H 0.886 0.226 -1.911 0.044
Se 1.779 -2.074 -0.178 0.814
C 2.753 -2.784 -1.651 -0.612
C 2.123 -2.903 -2.895 -0.145
C 2.802 -3.459 -3.954 -0.188
N 4.047 -3.925 -3.879 0.018
C 4.645 -3.822 -2.695 -0.196
C 4.065 -3.267 -1.574 -0.120
H 1.108 -2.554 -2.990 0.065
H 2.342 -3.539 -4.936 0.093
H 5.658 -4.215 -2.666 0.087
H 4.606 -3.199 -0.642 0.090
```

***

No. 2
CH3NO2 | ωB97M-V/def2-TZVPD

The value obtained for the LUMO energy (alpha / beta) is 0.0405 / -0.0839 hartree. As for the relative energy (zero: lowest compared OMol25 entry of this formula, charge and spin): 337.9 kJ/mol. The frontier orbital gap (alpha / beta) comes out at 9.5037 / 8.0357 eV. The calculation puts the total energy at -6662.4445 eV. The spin multiplicity is 3. The expectation value of S² is 2.008.

The geometry in XYZ format:
```
7
Properties=species:S:1:pos:R:3:lowdin_charge:R:1
C -0.201 -0.056 0.094 -0.142
N -1.480 -0.592 -0.214 -0.041
O -3.619 0.045 0.026 0.074
O -2.389 0.255 0.074 -0.174
H 0.290 -0.653 0.944 0.101
H 0.458 -0.484 -0.687 0.072
H -0.028 1.076 0.054 0.110
```

***

No. 3
C23H42BrCl16N2O | ωB97M-V/def2-TZVPD

As for the total charge: +1. The value obtained for the LUMO energy is -0.1523 hartree. The frontier orbital gap comes out at 7.2885 eV. The calculation puts the total energy at -299956.8464 eV.

The geometry in XYZ format:
```
85
Properties=species:S:1:pos:R:3:lowdin_charge:R:1
C 0.380 2.290 -0.063 -0.103
C -1.021 1.932 0.439 -0.279
C -1.956 1.475 -0.697 -0.627
Br -1.903 -0.451 -0.892 0.799
C -3.369 1.995 -0.535 -0.244
C -4.524 1.206 -0.433 0.078
C -5.736 1.815 -0.268 -0.285
O -6.902 1.168 -0.175 0.021
C -5.756 3.210 -0.230 0.049
N -4.614 3.853 -0.367 0.044
N -3.429 3.318 -0.511 0.170
H 0.645 1.751 -0.973 0.080
H 1.115 2.063 0.707 0.024
H 0.447 3.364 -0.258 0.081
H -0.951 1.120 1.167 0.091
H -1.469 2.779 0.961 0.103
H -1.588 1.867 -1.647 0.105
H -4.467 0.127 -0.487 0.093
H -6.921 0.586 0.613 -0.019
H -6.667 3.780 -0.102 0.151
H -4.622 4.878 -0.377 0.048
Cl -5.389 7.011 -0.356 0.607
C -6.416 7.465 -1.758 -0.597
C -7.114 6.252 -2.313 -0.631
Cl -5.932 5.136 -3.055 0.582
H -5.776 7.941 -2.496 0.077
H -7.145 8.186 -1.395 0.084
H -7.837 6.519 -3.080 0.083
H -7.628 5.718 -1.517 0.061
Cl 2.401 -0.183 1.506 0.613
C 1.442 -1.688 1.440 -0.656
C 2.263 -2.834 0.911 -0.678
Cl 2.662 -2.577 -0.809 0.538
H 0.580 -1.499 0.801 0.028
H 1.097 -1.893 2.450 0.037
H 1.693 -3.759 0.983 0.035
H 3.191 -2.955 1.462 0.006
Cl 0.082 -4.352 3.247 0.601
C -1.160 -4.497 1.975 -0.643
C -1.693 -5.904 1.879 -0.661
Cl -0.451 -7.028 1.275 0.556
H -0.708 -4.188 1.034 0.061
H -1.963 -3.806 2.229 0.074
H -2.525 -5.932 1.177 0.074
H -2.030 -6.265 2.846 0.069
Cl -9.199 -0.626 1.040 0.608
C -8.760 -1.348 2.609 -0.628
C -7.973 -0.365 3.439 -0.597
Cl -6.369 -0.022 2.700 0.612
H -8.184 -2.248 2.409 0.074
H -9.679 -1.623 3.122 0.083
H -7.781 -0.767 4.431 0.081
H -8.492 0.585 3.532 0.076
Cl 6.117 -1.210 1.151 0.537
C 5.811 0.465 0.619 -0.688
C 6.857 1.429 1.106 -0.671
Cl 6.774 1.675 2.874 0.538
H 4.820 0.743 0.967 0.007
H 5.814 0.450 -0.467 -0.004
H 6.697 2.397 0.635 0.004
H 7.859 1.085 0.866 0.072
Cl 6.331 1.570 -2.722 0.602
C 6.019 3.230 -3.298 -0.633
C 7.051 4.209 -2.806 -0.644
Cl 6.942 4.478 -1.044 0.573
H 5.020 3.508 -2.970 0.069
H 6.038 3.193 -4.385 0.077
H 6.891 5.174 -3.283 0.074
H 8.059 3.869 -3.025 0.071
Cl 5.842 -0.817 -5.660 0.524
C 5.937 -1.899 -4.244 -0.667
C 4.874 -2.967 -4.271 -0.647
Cl 3.243 -2.285 -4.038 0.513
H 5.851 -1.283 -3.352 0.033
H 6.920 -2.364 -4.262 0.077
H 5.045 -3.667 -3.455 0.074
H 4.874 -3.509 -5.213 0.068
Cl 4.561 -4.272 3.307 0.569
C 3.590 -5.766 3.192 -0.663
C 4.387 -6.916 2.634 -0.655
Cl 4.785 -6.663 0.915 0.541
H 2.723 -5.554 2.571 0.024
H 3.250 -6.003 4.199 0.074
H 3.798 -7.829 2.697 0.074
H 5.319 -7.054 3.176 0.069
```

***

No. 4
CH6N3O | ωB97M-V/def2-TZVPD

As for the total charge: +1. As for the SMILES: NOC(N)=[NH2+]. The value obtained for the LUMO energy is -0.1343 hartree. As for the relative energy (zero: lowest compared OMol25 entry of this formula, charge and spin): 143.9 kJ/mol. The frontier orbital gap comes out at 11.3669 eV. The calculation puts the total energy at -7643.0949 eV.

The geometry in XYZ format:
```
11
Properties=species:S:1:pos:R:3:lowdin_charge:R:1
C 0.478 0.082 0.021 -0.391
N -2.134 0.007 0.084 0.111
N 1.459 0.975 0.040 0.234
N 0.715 -1.245 -0.095 0.224
O -0.759 0.612 -0.082 -0.043
H -2.811 0.803 -0.288 0.167
H 1.259 1.941 0.384 0.183
H 2.341 0.457 0.076 0.154
H -0.021 -1.993 0.046 0.175
H 1.410 -1.513 -0.663 0.077
H -2.254 -0.862 -0.508 0.109
```

***

No. 5
C21H18ClO6S3 | ωB97M-V/def2-TZVPD

As for the total charge: -1. As for the SMILES: O=S(=O)(C(C[C@@H](Cl)S(=O)(=O)c1ccccc1)=[S@](=O)([O-])c1ccccc1)c1ccccc1. The value obtained for the LUMO energy is 0.0993 hartree. As for the relative energy (zero: lowest compared OMol25 entry of this formula, charge and spin): 66.1 kJ/mol. The frontier orbital gap comes out at 6.7569 eV. The calculation puts the total energy at -79378.0732 eV.

The geometry in XYZ format:
```
49
Properties=species:S:1:pos:R:3:lowdin_charge:R:1
C 1.798 -3.408 2.588 -0.095
C 2.186 -2.570 1.525 -0.075
C 2.046 -1.187 1.650 -0.069
C 1.500 -0.628 2.809 -0.296
S 1.306 1.113 2.946 0.676
C -0.233 1.581 2.124 -0.460
C -0.559 2.892 1.600 -0.379
S -1.114 0.524 1.054 0.701
C -2.207 -0.505 2.005 -0.268
C -2.014 -1.880 2.037 -0.072
C -2.831 -2.633 2.838 -0.109
C -3.850 -2.052 3.591 -0.088
C -4.037 -0.647 3.520 -0.074
C -3.206 0.130 2.724 -0.056
O -2.058 1.423 0.389 -0.403
O -0.221 -0.302 0.225 -0.316
O 1.153 1.431 4.332 -0.338
O 2.423 1.719 2.193 -0.364
C 1.173 -1.458 3.880 -0.067
C 1.291 -2.843 3.775 -0.095
H 1.902 -4.506 2.497 0.100
H 2.604 -3.002 0.598 0.109
H 2.378 -0.544 0.851 0.114
H -1.647 3.076 2.138 0.133
H 0.207 3.715 1.864 0.101
H -1.219 -2.332 1.425 0.119
H -2.701 -3.740 2.874 0.112
H -4.514 -2.666 4.223 0.099
H -4.840 -0.199 4.073 0.090
H -3.328 1.197 2.659 0.111
H 0.815 -1.015 4.810 0.112
H 1.002 -3.506 4.621 0.106
Cl 0.895 3.608 -0.267 0.713
C -0.774 3.220 -0.007 -0.710
S -1.321 2.885 -1.813 0.665
C -3.141 2.833 -2.016 -0.251
C -3.839 1.640 -1.862 -0.059
C -5.215 1.623 -2.107 -0.078
C -5.877 2.786 -2.518 -0.098
C -5.149 3.970 -2.680 -0.096
C -3.781 3.984 -2.449 -0.075
O -0.947 4.060 -2.575 -0.365
O -0.833 1.607 -2.254 -0.324
H -1.558 3.949 0.295 0.091
H -3.333 0.734 -1.565 0.108
H -5.777 0.689 -2.002 0.103
H -6.965 2.766 -2.727 0.103
H -5.661 4.883 -3.020 0.103
H -3.204 4.891 -2.607 0.108
```

***

No. 6
C4H8NO3 | ωB97M-V/def2-TZVPD

As for the total charge: -1. The value obtained for the LUMO energy is 0.1511 hartree. As for the relative energy (zero: lowest compared OMol25 entry of this formula, charge and spin): 2.0 kJ/mol. The frontier orbital gap comes out at 8.8650 eV. The calculation puts the total energy at -11913.2738 eV.

The geometry in XYZ format:
```
16
Properties=species:S:1:pos:R:3:lowdin_charge:R:1
O -0.699 0.032 1.433 -0.061
C -1.105 0.963 0.721 -0.773
O -0.716 1.217 -0.461 -0.117
C -2.165 1.883 1.303 -0.053
H -2.325 2.742 0.650 0.055
H -3.119 1.352 1.361 0.062
H -1.911 2.217 2.308 0.058
C 2.108 -0.899 -0.095 -0.028
C 1.437 -1.599 -1.240 -0.620
N 0.187 -1.186 -1.516 0.161
O 1.995 -2.520 -1.839 -0.042
H 1.770 0.131 0.018 0.067
H 3.190 -0.955 -0.188 0.067
H 1.827 -1.389 0.840 0.082
H -0.178 -0.311 -1.060 0.053
H -0.299 -1.677 -2.235 0.088
```

***

Copy entry 2 word for word.
CH3NO2 | ωB97M-V/def2-TZVPD

The value obtained for the LUMO energy (alpha / beta) is 0.0405 / -0.0839 hartree. As for the relative energy (zero: lowest compared OMol25 entry of this formula, charge and spin): 337.9 kJ/mol. The frontier orbital gap (alpha / beta) comes out at 9.5037 / 8.0357 eV. The calculation puts the total energy at -6662.4445 eV. The spin multiplicity is 3. The expectation value of S² is 2.008.

The geometry in XYZ format:
```
7
Properties=species:S:1:pos:R:3:lowdin_charge:R:1
C -0.201 -0.056 0.094 -0.142
N -1.480 -0.592 -0.214 -0.041
O -3.619 0.045 0.026 0.074
O -2.389 0.255 0.074 -0.174
H 0.290 -0.653 0.944 0.101
H 0.458 -0.484 -0.687 0.072
H -0.028 1.076 0.054 0.110
```

***

Which of these has the highest total energy?
CH3NO2